No. 1
ORCA calculation (ωB97M-V/def2-TZVPD) on an isolated molecule of C7H3N3O.

Structure (XYZ):
```
14
Properties=species:S:1:pos:R:3:nbo_charge:R:1
C 0.84 1.83 0.96 0.2547
C 1.78 -0.32 -0.86 0.2646
C 0.41 -1.90 0.37 0.2634
C -0.54 0.35 -0.49 -0.2654
C -1.88 -0.21 -0.31 0.4297
C 0.16 0.62 0.84 -0.2830
C 0.64 -0.50 -0.02 -0.1991
N 1.42 2.83 0.92 -0.2347
N 2.67 0.03 -1.49 -0.2178
N 0.38 -3.03 0.62 -0.2247
O -2.41 -0.55 0.69 -0.4804
H -0.52 0.92 -1.43 0.2775
H -2.42 -0.31 -1.31 0.1228
H -0.53 0.24 1.49 0.2923
```

For the HOMO energy, the calculation gives -11.4 eV. The value obtained for the frontier orbital gap is 0.3949 hartree. As for the energy above the lowest of the compared OMol25 structures with the same formula, charge and spin: 0.0 kJ/mol. The SMILES is N#C[C@H]1[C@H](C=O)C1(C#N)C#N.

=====

No. 2
ORCA calculation (ωB97M-V/def2-TZVPD) on an isolated molecule of C7H3N5O6.

Structure (XYZ):
```
21
Properties=species:S:1:pos:R:3:nbo_charge:R:1
O -3.30 -1.42 2.28 -0.3520
O -1.60 0.32 3.76 -0.3362
O -3.98 -0.17 0.63 -0.3193
O -0.28 -1.43 3.80 -0.3528
N -1.51 -0.06 -0.35 -0.3393
N -0.12 0.39 -2.11 -0.4502
N 2.22 0.30 -0.38 -0.4052
O 1.30 0.62 -3.83 -0.6263
O 3.42 0.82 -2.18 -0.5789
C 1.16 0.59 -2.61 0.4593
C 2.30 0.65 -1.74 0.4721
C -0.25 0.15 -0.76 0.3052
C -1.75 -0.36 0.95 0.2708
C 0.67 -0.18 1.40 -0.1189
C 0.89 0.08 0.07 0.0639
C -0.65 -0.37 1.87 0.0306
N -3.09 -0.68 1.32 0.4855
N -0.86 -0.50 3.22 0.4886
H 0.45 0.51 -4.28 0.5324
H 3.45 0.99 -3.13 0.5105
H 1.52 -0.26 2.08 0.2601
```

For the HOMO energy, the calculation gives -9.7 eV. The value obtained for the frontier orbital gap is 0.2964 hartree. As for the energy above the lowest of the compared OMol25 structures with the same formula, charge and spin: 5.6 kJ/mol. The SMILES is O=[N+]([O-])c1cc2nc(O)c(O)nc2nc1[N+](=O)[O-].

=====

No. 3
ORCA calculation (ωB97M-V/def2-TZVPD) on a structure of composition C7H44B4CrO7.

Structure (XYZ):
```
63
Properties=species:S:1:pos:R:3:nbo_charge:R:1
Cr 2.33 0.48 -1.14 0.9510
B 0.49 0.86 -0.12 -0.7604
H 0.78 -0.16 -0.32 0.0774
H 1.24 1.25 0.56 0.0554
H 0.55 1.33 -1.10 0.0572
H -0.54 0.92 0.17 0.0341
B 3.66 0.27 0.42 -0.7027
H 2.81 -0.39 0.51 0.1040
H 4.20 0.09 -0.50 0.0736
H 3.31 1.29 0.38 0.0804
H 4.33 0.06 1.23 0.0723
B 2.90 2.40 -1.84 -0.7039
H 3.41 3.27 -2.22 0.0507
H 2.19 1.86 -2.45 0.0149
H 3.68 1.69 -1.66 0.0698
H 2.39 2.61 -0.91 0.1000
B 2.36 -2.47 -0.93 -0.6202
H 3.29 -2.77 -0.47 -0.0021
H 2.41 -1.45 -1.28 -0.0813
H 2.23 -3.13 -1.77 -0.0300
H 1.55 -2.59 -0.24 -0.0104
C -0.61 -3.45 0.52 -0.2593
O 0.51 -4.29 0.85 -0.6872
H -1.47 -3.48 1.19 0.1456
H -0.53 -2.37 0.44 0.1892
H -1.05 -3.86 -0.39 0.1581
H 0.24 -4.66 1.69 0.4549
C -3.56 -0.47 -0.67 -0.2450
O -4.35 -1.63 -0.88 -0.7281
H -3.72 0.13 -1.57 0.1555
H -3.96 0.05 0.20 0.1719
H -2.51 -0.72 -0.50 0.1854
H -4.39 -1.73 -1.84 0.4604
C -1.98 -0.42 3.35 -0.2560
O -1.23 -1.58 3.62 -0.7329
H -1.66 0.51 3.82 0.1783
H -1.90 -0.32 2.27 0.1891
H -3.05 -0.52 3.56 0.1616
H -1.85 -2.23 3.95 0.4767
C -2.29 3.26 2.07 -0.2358
O -1.74 3.31 0.83 -0.7299
H -3.09 2.52 2.14 0.1502
H -1.51 3.15 2.82 0.1629
H -2.63 4.27 2.29 0.1582
H -0.89 2.87 0.87 0.4981
C 0.06 -1.07 -2.98 -0.2400
O 1.20 -0.11 -2.83 -0.6895
H -0.86 -0.56 -3.27 0.1685
H 0.34 -1.68 -3.84 0.1817
H -0.12 -1.69 -2.11 0.2421
H 1.39 0.03 -3.75 0.4988
C -1.59 2.82 -3.28 -0.2450
O -2.95 2.87 -3.62 -0.7348
H -1.38 3.73 -2.71 0.1740
H -1.38 1.88 -2.79 0.1739
H -0.97 2.89 -4.18 0.1694
H -3.44 2.65 -2.83 0.4622
C 1.76 -0.64 3.60 -0.2500
O 1.47 -1.95 3.31 -0.7297
H 1.20 0.01 2.92 0.1657
H 1.64 -0.49 4.67 0.1361
H 2.81 -0.49 3.36 0.1877
H 0.52 -1.96 3.43 0.4769
```

For the HOMO energy (spin up / spin down), the calculation gives -5.7 / -5.8 eV. As for the charge: -1. As for the multiplicity: 4. The value obtained for the frontier orbital gap (spin up / spin down) is 0.2881 / 0.2983 hartree.

=====

No. 4
ORCA calculation (ωB97M-V/def2-TZVPD) on a structure of composition C7H4AsBrIrNO2S6.

Structure (XYZ):
```
23
Properties=species:S:1:pos:R:3:nbo_charge:R:1
Ir -0.96 -2.47 -1.51 0.6438
S -5.54 -4.12 -2.12 -0.8053
As -4.13 -2.58 -1.80 0.9439
S -2.56 -2.56 -3.35 -0.4728
S -2.84 -2.94 -0.03 -0.3986
S -5.20 -0.76 -1.71 -0.8080
O 1.78 -1.78 1.97 -0.9335
S 1.90 -1.04 0.74 2.2948
O 3.11 -1.27 -0.01 -0.9396
N 0.56 -1.15 -0.23 -0.8359
C 0.00 0.05 -0.36 0.0471
S -1.37 0.22 -1.32 0.0144
C 0.62 1.15 0.34 -0.0289
C 0.25 2.49 0.34 -0.1861
C 1.02 3.38 1.06 -0.2157
C 2.13 2.95 1.79 -0.2082
C 2.51 1.61 1.78 -0.1994
C 1.75 0.73 1.05 -0.2946
H -0.61 2.80 -0.23 0.2409
H 0.77 4.44 1.06 0.2055
H 2.71 3.67 2.35 0.2030
H 3.38 1.28 2.33 0.2217
Br 0.73 -4.12 -2.14 -0.4884
```

For the HOMO energy (spin up / spin down), the calculation gives -1.0 / -1.0 eV. As for the charge: -2. The value obtained for the frontier orbital gap (spin up / spin down) is 0.1824 / 0.1808 hartree.

=====

No. 5
ORCA calculation (ωB97M-V/def2-TZVPD) on a structure of composition C7H4AuBBrF10N2O5S2.

Structure (XYZ):
```
33
Properties=species:S:1:pos:R:3:nbo_charge:R:1
Au -0.03 0.47 -0.21 0.7002
O 5.76 2.48 0.07 -0.6177
C 4.53 1.98 -0.10 0.3978
C 4.27 0.63 -0.28 -0.3309
C 2.97 0.22 -0.42 0.0908
N 1.93 1.07 -0.39 -0.5755
C 2.20 2.38 -0.23 0.1584
Br 0.70 3.49 -0.21 0.1450
C 3.47 2.88 -0.08 -0.3160
H 6.44 1.80 0.06 0.5008
H 5.07 -0.10 -0.32 0.2445
H 2.72 -0.83 -0.55 0.2318
H 3.66 3.94 0.04 0.2665
F -5.06 -0.35 0.79 -0.2724
C -4.05 -0.52 1.62 0.7468
F -3.62 0.66 2.05 -0.3054
F -4.43 -1.25 2.67 -0.3044
S -2.68 -1.38 0.72 2.2394
O -2.01 -0.26 0.06 -0.9777
O -3.26 -2.38 -0.10 -0.8269
N -1.85 -2.00 1.96 -1.2557
S -0.32 -1.85 2.14 2.4852
O 0.08 -0.46 2.18 -0.9616
O 0.28 -2.76 3.06 -0.8771
C -1.38 -1.13 4.49 1.3774
F -0.26 -0.80 4.93 -0.1500
F -1.83 -2.26 4.77 -0.1431
F -2.16 -0.23 4.13 -0.1573
F 0.24 -2.32 0.73 -0.5022
B -0.08 -4.64 -0.05 1.4624
F -0.67 -4.97 1.09 -0.4936
F -0.80 -4.25 -1.07 -0.4871
F 1.23 -4.73 -0.16 -0.4923
```

For the HOMO energy, the calculation gives -12.5 eV. As for the charge: +1. The value obtained for the frontier orbital gap is 0.2195 hartree. As for the energy above the lowest of the compared OMol25 structures with the same formula, charge and spin: 66.8 kJ/mol.

=====

No. 6
ORCA calculation (ωB97M-V/def2-TZVPD) on a structure of composition C7H4Cl2CuF15O15S5.

Structure (XYZ):
```
49
Properties=species:S:1:pos:R:3:nbo_charge:R:1
Cu -15.50 -7.58 16.07 1.6495
C -11.70 -6.85 18.84 0.7222
F -10.62 -6.09 18.98 -0.3163
F -11.37 -8.05 18.33 -0.3292
F -12.26 -6.99 20.04 -0.3120
S -13.00 -6.08 17.75 2.2953
O -13.87 -7.22 17.33 -1.0775
O -13.67 -5.17 18.68 -0.9643
O -12.38 -5.36 16.63 -0.9333
C -17.49 -11.53 18.12 0.7602
F -16.32 -12.18 18.19 -0.3254
F -18.48 -12.36 18.12 -0.3086
F -17.65 -10.63 19.18 -0.3483
S -17.47 -10.51 16.38 2.2933
O -18.79 -9.89 16.26 -0.9233
O -16.50 -9.42 16.55 -1.0838
O -17.15 -11.41 15.28 -0.9439
C -19.27 -6.11 18.94 0.7667
F -20.53 -5.70 19.01 -0.3164
F -18.47 -5.16 19.43 -0.3017
F -19.11 -7.29 19.56 -0.3041
S -18.78 -6.36 17.06 2.2099
O -17.44 -6.92 17.12 -0.8549
O -19.70 -7.37 16.51 -0.5777
O -18.87 -5.04 16.38 -0.7238
C -17.46 -8.76 11.80 0.7530
F -17.08 -7.81 10.96 -0.3141
F -18.58 -9.43 11.48 -0.3131
F -16.46 -9.64 12.07 -0.3231
S -17.92 -7.70 13.39 2.2604
O -18.35 -6.38 12.98 -0.9202
O -19.02 -8.48 14.05 -0.9435
O -16.72 -7.76 14.25 -1.0740
C -15.72 -3.00 16.67 0.7485
F -14.55 -2.57 17.05 -0.3129
F -16.22 -3.69 17.72 -0.3358
F -16.50 -1.99 16.41 -0.3098
S -15.49 -4.21 15.15 2.3131
O -15.44 -5.57 15.71 -1.0971
O -16.68 -4.09 14.30 -0.9535
O -14.28 -3.81 14.48 -0.9554
Cl -11.50 -6.18 13.48 -0.0221
C -11.34 -7.90 13.01 -0.3948
C -11.87 -8.80 14.14 -0.3857
Cl -13.58 -8.42 14.44 -0.0407
H -10.27 -8.03 12.84 0.2094
H -11.90 -8.05 12.09 0.2180
H -11.33 -8.61 15.06 0.2246
H -11.72 -9.87 14.01 0.2161
```

For the HOMO energy (spin up / spin down), the calculation gives -4.1 / -3.8 eV. As for the charge: -2. As for the multiplicity: 3. The value obtained for the frontier orbital gap (spin up / spin down) is 0.3045 / 0.1516 hartree.

=====

Respective E values: -13821.913 -27035.535 -53418.299 -211644.051 -143792.181 -202657.790 eV.
Respective largest force on an atom values: 3.20 10.07 5.40 2.41 2.51 4.62 eV/Å.